Entry 1:
DFT (ωB97M-V/def2-TZVPD) results for a molecular structure, C30H22AsIrN3O6Se at a distorted geometry.

Results
energy above the lowest of the compared OMol25 structures with the same formula, charge and spin = 0.0 kJ/mol
<S²> = 0.76
Kohn-Sham gap (alpha / beta) = 6.14 / 5.48 eV
total energy = -6512.81800 Ha
maximum force = 3.21 eV/Å

```
! wB97M-V def2-TZVPD RIJCOSX def2/J DEFGRID3
* xyz 2 2
Ir 0.006 0.107 0.733
O 3.704 0.884 6.757
N 4.298 0.178 5.966
O 5.336 -0.408 6.153
C 3.704 0.067 4.612
C 4.562 -0.091 3.581
C 4.087 -0.125 2.236
C 4.920 -0.351 1.124
C 4.362 -0.380 -0.133
C 2.991 -0.162 -0.278
N 2.198 0.068 0.758
C 2.723 0.075 2.003
C 1.832 0.267 3.094
N 0.533 0.480 2.794
C -0.369 0.566 3.756
C -0.014 0.425 5.098
C 1.306 0.240 5.436
C 2.285 0.200 4.419
H 5.620 -0.187 3.784
H 5.982 -0.505 1.270
H 4.959 -0.570 -1.013
H 2.538 -0.171 -1.262
H -1.396 0.738 3.458
H -0.779 0.460 5.859
H 1.588 0.136 6.472
C 0.314 6.537 1.023
C -0.170 6.416 -0.274
C -0.501 5.172 -0.784
C -0.339 4.057 0.028
C 0.142 4.163 1.324
C 0.471 5.415 1.824
As -0.704 2.303 -0.806
C 0.569 2.423 -2.274
C 0.262 2.408 -3.625
C 1.287 2.553 -4.550
C 2.599 2.704 -4.122
C 2.906 2.695 -2.767
C 1.892 2.552 -1.837
C -2.487 2.581 -1.503
C -2.993 1.803 -2.549
C -4.360 1.700 -2.732
C -5.216 2.418 -1.904
C -4.712 3.222 -0.889
C -3.347 3.351 -0.710
H 0.564 7.513 1.415
H -0.283 7.294 -0.896
H -0.875 5.072 -1.796
H 0.252 3.271 1.931
H 0.852 5.515 2.831
H -0.758 2.313 -3.972
H 1.051 2.562 -5.605
H 3.387 2.836 -4.851
H 3.930 2.808 -2.436
H 2.111 2.561 -0.773
H -2.328 1.233 -3.181
H -4.755 1.072 -3.517
H -6.283 2.369 -2.077
H -5.389 3.740 -0.223
H -2.953 3.988 0.072
O -1.149 -0.102 -1.292
Se -2.274 -0.576 -0.146
O -1.326 -1.612 0.707
O -2.187 0.744 0.863
O -3.685 -1.008 -0.640
*
```

=====

Entry 2:
DFT (ωB97M-V/def2-TZVPD) results for a single C19H21N5OS molecule at a distorted geometry.

Results
energy above the lowest of the compared OMol25 structures with the same formula, charge and spin = 112.0 kJ/mol
Kohn-Sham gap = 9.05 eV
SMILES = C[C@H](C(=O)NCc1ccccc1)N(C)c1nc2ncnc(C3CC3)c2s1
total energy = -1483.82517 Ha
maximum force = 2.65 eV/Å

```
! wB97M-V def2-TZVPD RIJCOSX def2/J DEFGRID3
* xyz 0 1
C -2.638 -3.086 -0.776
C -1.609 -2.127 -0.310
C -0.708 -2.720 0.819
O -1.103 -3.647 1.562
N 0.506 -2.090 1.049
C 1.342 -2.307 2.253
C 2.677 -2.714 1.754
C 3.124 -4.056 1.920
C 4.346 -4.485 1.369
C 5.131 -3.522 0.694
C 4.650 -2.208 0.511
C 3.450 -1.777 1.048
N -2.293 -0.793 0.067
C -3.677 -0.807 0.618
C -1.697 0.384 -0.234
N -0.459 0.398 -0.620
C -0.114 1.680 -0.910
N 1.059 1.968 -1.461
C 1.257 3.252 -1.852
N 0.349 4.234 -1.738
C -0.814 3.962 -1.140
C -1.848 5.072 -1.029
C -1.402 6.522 -0.893
C -1.989 6.088 -2.194
C -1.053 2.650 -0.715
S -2.522 1.976 -0.108
H -3.402 -3.311 -0.033
H -2.120 -4.041 -1.019
H -3.117 -2.785 -1.716
H -0.949 -1.936 -1.172
H 0.697 -1.265 0.502
H 1.405 -1.364 2.824
H 0.945 -3.081 2.898
H 2.535 -4.742 2.449
H 4.683 -5.505 1.489
H 6.090 -3.832 0.295
H 5.290 -1.471 -0.009
H 3.170 -0.731 0.968
H -4.383 -0.750 -0.222
H -3.842 0.050 1.322
H -3.833 -1.746 1.181
H 2.187 3.536 -2.342
H -2.755 4.768 -0.479
H -0.325 6.717 -0.889
H -1.954 7.148 -0.213
H -2.978 6.456 -2.504
H -1.312 6.036 -3.017
*
```

=====

Entry 3:
DFT (ωB97M-V/def2-TZVPD) results for a single C4H5NO molecule at a distorted geometry.

Results
energy above the lowest of the compared OMol25 structures with the same formula, charge and spin = 427.2 kJ/mol
Kohn-Sham gap (alpha / beta) = 7.04 / 7.07 eV
total energy = -285.25189 Ha
maximum force = 1.14 eV/Å

```
! wB97M-V def2-TZVPD RIJCOSX def2/J DEFGRID3
* xyz 0 1
C 0.029 1.147 -1.077
C -0.033 0.514 0.236
C -0.534 -0.873 0.376
O -0.976 -1.542 -0.603
C 0.725 -1.372 1.150
N 1.641 -1.806 1.713
H 0.997 1.640 -1.241
H -0.213 0.412 -1.849
H -0.716 1.960 -1.098
H 0.220 1.068 1.142
H -1.227 -0.741 1.275
*
```

=====

Entry 4:
DFT (ωB97M-V/def2-TZVPD) results for a single C5H4N2 molecule at a distorted geometry.

Results
energy above the lowest of the compared OMol25 structures with the same formula, charge and spin = 455.5 kJ/mol
Kohn-Sham gap = 9.61 eV
SMILES = C#CC1=NN=CC1
total energy = -302.25481 Ha
maximum force = 8.97 eV/Å

```
! wB97M-V def2-TZVPD RIJCOSX def2/J DEFGRID3
* xyz 0 1
C 1.396 1.572 2.152
C 0.582 0.956 1.361
C 0.143 0.172 0.154
N 0.546 0.301 -1.080
N -0.167 -0.681 -1.802
C -1.006 -1.244 -1.094
C -1.062 -0.776 0.347
H 1.915 1.987 2.937
H -1.566 -2.048 -1.742
H -1.265 -1.408 1.264
H -2.052 0.039 0.196
*
```